(1)
104
Properties=species:S:1:pos:R:3 method="wB97M-V/def2-TZVPD" orbital_gap_ev=5.02 total_charge=-2 e_tot_ha=-3454.0364 fmax_ev_per_a=1.015 homo_ev=-1.57
Y -0.276 0.545 0.618
S -3.210 2.147 0.345
Si 1.692 2.693 1.340
F -4.498 -2.887 5.353
O 1.084 0.670 -5.621
O 2.578 -0.960 -5.787
O -0.236 1.871 -3.762
O -2.034 2.807 0.884
O -0.461 1.614 -1.543
O -1.267 -1.951 1.646
O 1.337 -1.017 1.118
O -4.410 2.102 1.139
O 2.506 -2.872 0.733
N 0.678 -4.372 4.253
N -3.843 0.074 -1.939
N 1.186 -0.366 -1.464
N -2.637 0.687 0.019
N -4.706 4.766 -4.793
N 2.094 -1.327 -1.639
N -1.835 -0.992 -1.194
N -1.271 0.535 4.069
C 0.967 4.518 -0.665
C -0.002 1.309 -2.670
C 3.039 5.196 0.489
C -1.300 -4.544 5.661
C 0.862 3.823 2.649
C -2.682 3.590 -1.928
C 0.774 -2.897 2.366
C 3.070 3.311 -1.134
C -2.789 -1.609 -3.275
C -5.329 3.578 -2.761
C 0.965 0.163 -2.649
C 2.460 -1.429 -2.924
C -0.643 -4.029 4.527
C 0.918 -5.358 6.463
C -3.031 4.177 -3.133
C 1.843 -0.281 -5.098
C -0.593 -5.485 6.603
C -3.230 -3.248 5.047
C -4.977 2.982 -1.564
C -3.791 -0.687 -3.024
C -0.637 -2.589 2.475
C 2.257 3.984 -0.026
C -2.612 -2.727 3.945
C 1.330 -5.447 4.999
C -3.651 2.977 -1.152
C -1.306 -3.140 3.673
C -0.874 0.591 2.978
C 2.666 1.170 3.483
C -2.598 -4.142 5.900
C 1.325 -3.798 3.205
C 1.019 -6.801 4.369
C 1.743 -0.481 -3.635
C 1.610 -2.228 1.313
C -2.828 -0.074 -1.072
C -4.351 4.161 -3.568
C -1.817 -1.726 -2.287
C 3.248 1.990 2.322
C 4.192 3.033 2.928
C 4.084 1.035 1.464
H 1.246 -4.393 6.858
H 1.214 5.276 -1.425
H 0.411 3.717 -1.154
H 0.407 3.218 3.437
H 1.553 4.536 3.117
H -3.136 -4.498 6.771
H 4.626 1.559 0.674
H 2.403 -1.868 -0.822
H 2.401 -5.257 4.923
H 1.462 -7.612 4.952
H 2.358 -4.098 3.069
H -3.934 4.777 -5.444
H 2.064 1.777 4.163
H 4.067 3.023 -0.794
H 3.463 0.265 0.999
H 3.183 5.925 -0.325
H 2.509 5.710 1.296
H -5.723 2.503 -0.945
H 1.416 -6.846 3.354
H -6.365 3.577 -3.082
H 1.428 -6.139 7.032
H -2.761 -2.195 -4.182
H -0.899 -6.518 6.407
H 3.488 0.724 4.067
H -1.652 3.582 -1.607
H 2.574 2.409 -1.507
H -0.991 -2.427 -2.380
H 4.029 4.930 0.860
H 3.186 -2.151 -3.261
H 4.903 2.547 3.616
H 0.044 4.390 2.196
H 3.661 3.801 3.498
H -5.503 4.319 -5.221
H 0.512 1.137 -4.909
H 4.788 3.536 2.164
H 3.200 3.996 -1.987
H -4.601 -0.551 -3.737
H -0.058 -6.966 4.309
H 4.835 0.525 2.089
H -0.898 -5.267 7.628
H -2.256 4.619 -3.749
H 2.029 0.356 3.130
H 0.303 4.986 0.067
H -3.078 -1.994 3.299

---

(2)
96
Properties=species:S:1:pos:R:3 method="wB97M-V/def2-TZVPD" orbital_gap_ev="5.88 / 6.37" total_charge=-1 e_tot_ha=-4949.3666 spin_multiplicity=3 s2=2.02 fmax_ev_per_a=1.937 homo_ev="-3.57 / -4.06"
W -0.451 -0.154 0.845
I -2.604 -2.698 5.492
Se -0.685 -2.412 0.379
O -0.836 0.095 2.689
O 0.989 1.584 1.519
O 1.494 -0.511 1.706
O 1.983 3.615 0.753
O -0.895 0.718 -0.831
O 4.153 3.034 -3.267
N -2.547 0.260 0.794
N -3.092 0.519 -0.432
N 1.591 -0.103 -0.884
N 3.317 3.604 -1.230
C -1.540 1.374 -4.928
C -3.453 -2.934 -2.323
C -2.154 0.726 -1.276
C -3.987 -3.590 -3.434
C -3.645 0.684 -3.261
C 1.729 0.693 2.023
C -2.013 -3.137 -4.720
C -3.847 0.789 -4.625
C 4.257 -0.847 1.934
C -1.435 -1.785 3.940
C 3.685 2.250 4.843
C -2.197 -2.403 -2.499
C 4.005 0.235 2.954
C -3.181 -0.182 3.077
C 5.925 1.759 5.868
C -3.282 -3.697 -4.631
C -0.054 -1.877 -3.706
C 3.895 0.219 -2.386
C 2.836 1.009 2.971
C -3.489 0.100 1.801
C 4.847 1.494 4.851
C 2.300 -1.159 -1.263
C 3.621 2.713 -2.219
C -4.201 -2.808 -1.026
C -4.938 0.276 1.425
C -1.434 -2.473 -3.636
C 1.448 2.914 3.981
C -2.794 1.131 -5.467
C 3.171 1.318 -1.946
C -1.801 -0.326 3.630
C -1.621 0.567 4.856
C 4.994 0.501 3.893
C 1.998 1.102 -1.247
C 2.673 2.039 3.911
C -2.381 0.913 -2.715
C -3.878 -4.421 -5.811
C 3.445 -1.047 -2.046
C 3.224 3.299 0.191
C -1.333 1.264 -3.559
H -4.942 -4.608 -5.661
H 6.656 0.951 5.887
H -5.241 -0.457 0.678
H 1.453 3.652 3.179
H -2.388 0.366 5.604
H 1.919 -2.117 -0.920
H 1.370 1.931 -0.939
H -5.558 0.158 2.313
H 5.904 -0.090 3.875
H -5.113 1.259 0.988
H -4.983 -4.020 -3.362
H 0.707 -2.659 -3.635
H -3.712 -3.392 -0.244
H 5.317 -1.103 1.927
H 0.095 -1.339 -4.644
H 3.978 -1.936 -2.355
H 6.456 2.686 5.641
H 3.533 4.558 -1.478
H -4.452 0.396 -2.599
H -0.713 1.643 -5.574
H 0.530 2.337 3.877
H -3.993 -0.276 3.787
H 3.969 -0.532 0.931
H -1.460 -3.207 -5.654
H -2.951 1.199 -6.537
H 3.551 3.031 5.585
H -4.828 0.589 -5.038
H -0.400 -1.852 4.267
H -3.392 -5.387 -5.970
H -1.587 -2.404 3.060
H -0.638 0.407 5.306
H 1.431 3.444 4.934
H 3.676 -1.741 2.155
H 3.463 2.243 0.329
H -4.195 -1.773 -0.690
H 5.501 1.861 6.868
H -0.352 1.436 -3.137
H 1.413 2.824 0.753
H -1.705 1.608 4.541
H 4.793 0.370 -2.972
H 3.976 3.893 0.713
H -5.231 -3.150 -1.136
H -3.764 -3.844 -6.730
H 0.095 -1.186 -2.879